Entry 1:
3 unconnected molecules or ions with the total composition C2H11NO2S at a distorted geometry. Source: OMol25; level of theory: the ωB97M-V functional and the def2-TZVPD basis.

Last columns: bonded neighbours and bond lengths (Å).
Cartesian coordinates (Å):
1 N 1.0434 -1.3472 -0.3374  C2 1.509, H5 1.034, H6 1.042
2 C 0.9774 -0.6544 1.0016  N1 1.509, C3 1.489, H7 1.100, H8 1.151
3 C -0.2210 0.2144 1.1632  C2 1.489, S4 1.907, H9 1.076, H10 1.098
4 S -0.0261 0.7883 2.9716  C3 1.907, H11 1.370
5 H 0.5098 -0.7629 -1.0026  N1 1.034
6 H 0.3178 -2.0940 -0.3068  N1 1.042
7 H 1.8938 -0.0455 1.0250  C2 1.100
8 H 0.8459 -1.5494 1.7128  C2 1.151
9 H -0.1560 1.0373 0.4736  C3 1.076
10 H -1.1599 -0.3341 1.3147  C3 1.098
11 H 1.0210 -0.0073 3.3566  S4 1.370
12 O 0.2356 1.2901 -1.6002  H13 0.959, H14 0.956
13 H 1.1914 1.2679 -1.6687  O12 0.959
14 H -0.2036 1.8460 -2.2426  O12 0.956
15 O -2.3978 0.1511 -2.1499  H16 0.960, H17 0.960
16 H -1.6628 0.7681 -2.1684  O15 0.960
17 H -2.2088 -0.5684 -1.5426  O15 0.960

Computed properties:
LUMO, eV: 0.22
HOMO, eV: -9.05
SMILES: NCCS.O.O
2S+1: 1
Relative energy (zero: lowest compared OMol25 entry of this formula, charge and spin), kcal per mole: 30.5

=====

Entry 2:
3 unconnected molecules or ions with the total composition C2H11NO2S2 at a distorted geometry. Source: OMol25; level of theory: the ωB97M-V functional and the def2-TZVPD basis.

Last columns: bonded neighbours and bond lengths (Å).
Cartesian coordinates (Å):
1 N -0.6676 2.0196 2.2847  C2 1.521, H6 1.031, H7 1.062
2 C 0.1463 1.2022 1.2939  N1 1.521, C3 1.506, H8 1.009, H9 1.043
3 C -0.8308 0.2812 0.6125  C2 1.506, S4 1.954, H10 1.062, H11 1.141
4 S -0.2351 -0.2599 -1.1682  C3 1.954, S5 2.193
5 S -2.2768 -0.5391 -1.9173  S4 2.193, H12 1.341
6 H -1.1852 1.3733 2.8991  N1 1.031
7 H 0.0912 2.4770 2.8698  N1 1.062
8 H 0.9300 0.7437 1.7329  C2 1.009
9 H 0.5788 1.9462 0.7043  C2 1.043
10 H -1.6461 0.9293 0.4038  C3 1.062
11 H -1.1305 -0.7238 1.0611  C3 1.141
12 H -2.0811 -1.8475 -1.6952  S5 1.341
13 H 2.0459 -2.1539 0.5339  O15 0.949
14 H 3.2981 -2.0646 1.3359  O15 0.967
15 O 2.3406 -1.9577 1.4146  H13 0.949, H14 0.967
16 H 2.3685 0.3463 -0.6139  O18 0.962
17 H 2.9131 -0.0558 0.7898  O18 0.945
18 O 3.0079 0.5546 0.0747  H16 0.962, H17 0.945

Computed properties:
LUMO (alpha / beta), eV: 3.25 / 3.05
HOMO (alpha / beta), eV: -0.39 / -3.91
2S+1: 2
Net charge: -1
Relative energy (zero: lowest compared OMol25 entry of this formula, charge and spin), kcal per mole: 24.5

=====

Entry 3:
3 unconnected molecules or ions with the total composition C2H11NO2S2 at a distorted geometry. Source: OMol25; level of theory: the ωB97M-V functional and the def2-TZVPD basis.

Last columns: bonded neighbours and bond lengths (Å).
Cartesian coordinates (Å):
1 N 2.0807 -1.5668 1.2848  C2 1.480, H6 1.005, H7 1.014
2 C 1.4033 -1.2669 0.0031  N1 1.480, C3 1.498, H8 1.099, H9 1.097
3 C -0.0714 -1.1841 0.2507  C2 1.498, S4 1.825, H10 1.088, H11 1.090
4 S -0.9934 -0.8510 -1.2891  C3 1.825, S5 2.071
5 S -2.4783 0.4391 -0.6400  S4 2.071, H12 1.358
6 H 2.9057 -2.1187 1.1258  N1 1.005
7 H 2.3656 -0.6749 1.6738  N1 1.014
8 H 1.7209 -2.0393 -0.7106  C2 1.099
9 H 1.8731 -0.3877 -0.4557  C2 1.097
10 H -0.2736 -0.4429 1.0209  C3 1.088
11 H -0.4229 -2.1474 0.6211  C3 1.090
12 H -3.3326 -0.5240 -0.2090  S5 1.358
13 O 2.7387 1.3684 1.4449  H14 0.963, H15 0.968
14 H 3.1085 1.9355 0.7605  O13 0.963
15 H 1.8214 1.6294 1.2802  O13 0.968
16 O 0.2488 2.4923 0.3606  H17 0.948, H18 0.978
17 H -0.4049 2.1858 -0.2545  O16 0.948
18 H -0.1700 3.2845 0.7524  O16 0.978

Computed properties:
LUMO, eV: 0.31
HOMO, eV: -9.14
SMILES: NCCSS.O.O
2S+1: 1
Relative energy (zero: lowest compared OMol25 entry of this formula, charge and spin), kcal per mole: 3.3

=====

Entry 4:
4 unconnected molecules or ions with the total composition C2H11NO2S2 at a distorted geometry. Source: OMol25; level of theory: the ωB97M-V functional and the def2-TZVPD basis.

Last columns: bonded neighbours and bond lengths (Å).
Cartesian coordinates (Å):
1 N 0.3438 -0.3623 2.4934  C2 1.461, H6 0.994, H7 1.003
2 C 1.0483 -0.1584 1.2299  N1 1.461, C3 1.540, H8 1.090, H9 1.091
3 C 0.5331 -1.1717 0.1906  C2 1.540, S4 1.756, H10 1.095, H11 1.132
4 S 1.0938 -0.8206 -1.4361  C3 1.756
5 S -2.2603 0.2201 0.4327  H12 1.338
6 H -0.6337 -0.3544 2.3122  N1 0.994
7 H 0.6468 0.0684 3.3477  N1 1.003
8 H 0.7857 0.8343 0.8651  C2 1.090
9 H 2.1164 -0.3378 1.3626  C2 1.091
10 H 0.9215 -2.1809 0.3655  C3 1.095
11 H -0.5970 -1.2181 0.2467  C3 1.132
12 H -3.2238 0.8732 -0.2269  S5 1.338
13 H -1.8134 -0.3654 -1.8540  O15 0.969
14 H -0.7659 -1.1213 -2.6496  O15 0.960
15 O -1.3438 -0.3560 -2.7013  H13 0.969, H14 0.960
16 H 0.9667 2.8460 -1.6800  O18 0.963
17 H 1.2055 1.3744 -1.3587  O18 0.980
18 O 0.9763 2.2305 -0.9397  H16 0.963, H17 0.980

Computed properties:
LUMO, eV: -4.48
HOMO, eV: -8.77
2S+1: 1
Relative energy (zero: lowest compared OMol25 entry of this formula, charge and spin), kcal per mole: 118.7

=====

Entry 5:
3 unconnected molecules or ions with the total composition C2H11NO2S2 at a distorted geometry. Source: OMol25; level of theory: the ωB97M-V functional and the def2-TZVPD basis.

Last columns: bonded neighbours and bond lengths (Å).
Cartesian coordinates (Å):
1 N -0.9463 -0.1074 2.1348  C2 1.446, H6 1.010, H7 1.005
2 C -0.3289 0.7728 1.1675  N1 1.446, C3 1.548, H8 1.112, H9 1.104
3 C 1.1012 0.2866 0.8295  C2 1.548, S4 1.767, H10 1.088, H11 1.083
4 S 2.1110 1.3741 -0.1289  C3 1.767, S5 2.089
5 S 3.5129 0.1487 -1.0757  S4 2.089, H12 1.327
6 H -1.9343 0.0931 2.0739  N1 1.010
7 H -0.7768 -1.0982 2.1337  N1 1.005
8 H -0.2672 1.8370 1.4836  C2 1.112
9 H -0.8931 0.8071 0.2190  C2 1.104
10 H 0.9793 -0.7280 0.4548  C3 1.088
11 H 1.5472 0.2651 1.8164  C3 1.083
12 H 3.0667 0.2486 -2.3211  S5 1.327
13 O -2.9067 -2.2647 0.2220  H14 0.957, H15 0.961
14 H -2.9273 -2.7814 -0.5827  O13 0.957
15 H -3.8137 -1.9507 0.2592  O13 0.961
16 O 0.5230 1.3046 -2.9018  H17 0.959, H18 0.970
17 H 0.6597 0.5444 -3.4702  O16 0.959
18 H 1.2931 1.2486 -2.3139  O16 0.970

Computed properties:
LUMO, eV: 0.35
HOMO, eV: -9.05
SMILES: NCCSS.O.O
2S+1: 1
Relative energy (zero: lowest compared OMol25 entry of this formula, charge and spin), kcal per mole: 17.2

=====

Entry 6:
3 unconnected molecules or ions with the total composition C2H11NO3 at a distorted geometry. Source: OMol25; level of theory: the ωB97M-V functional and the def2-TZVPD basis.

Last columns: bonded neighbours and bond lengths (Å).
Cartesian coordinates (Å):
1 N -1.5442 0.7520 -1.3401  C2 1.431, H5 1.093, H6 0.971
2 C -0.5281 0.5673 -0.3501  N1 1.431, C3 1.566, H7 1.133, H8 1.182
3 C -1.2885 0.1784 0.9621  C2 1.566, O4 1.471, H9 1.062, H10 1.159
4 O -0.1696 0.1876 1.9176  C3 1.471, H11 0.959
5 H -1.9809 1.7328 -1.1358  N1 1.093
6 H -1.3635 0.7073 -2.2936  N1 0.971
7 H 0.0062 1.5449 -0.1437  C2 1.133
8 H 0.3720 -0.1667 -0.5718  C2 1.182
9 H -1.8314 -0.7164 0.7820  C3 1.062
10 H -2.0287 1.0044 1.3000  C3 1.159
11 H -0.4277 -0.4714 2.5641  O4 0.959
12 O 2.1125 -0.6504 1.0993  H13 0.932, H14 0.951
13 H 1.3697 -0.2022 1.4413  O12 0.932
14 H 2.0715 -1.3871 1.6986  O12 0.951
15 O 2.1293 -0.9063 -2.1453  H16 1.048, H17 1.060
16 H 1.2458 -1.1468 -2.6555  O15 1.048
17 H 1.8555 -1.0273 -1.1289  O15 1.060

Computed properties:
LUMO, eV: 0.51
HOMO, eV: -9.43
SMILES: NCCO.O.O
2S+1: 1
Relative energy (zero: lowest compared OMol25 entry of this formula, charge and spin), kcal per mole: 42.9

=====

Entry 7:
3 unconnected molecules or ions with the total composition C2H11NO3 at a distorted geometry. Source: OMol25; level of theory: the ωB97M-V functional and the def2-TZVPD basis.

Last columns: bonded neighbours and bond lengths (Å).
Cartesian coordinates (Å):
1 N -1.8114 0.3006 -0.8369  C2 1.458, H5 1.002, H6 0.998
2 C -1.4818 -0.8531 -0.0082  N1 1.458, C3 1.531, H7 1.108, H8 1.099
3 C -0.7880 -0.4854 1.3057  C2 1.531, O4 1.437, H9 1.077, H10 1.094
4 O 0.5676 -0.9609 1.3279  C3 1.437, H11 0.964
5 H -1.9778 1.1564 -0.3431  N1 1.002
6 H -1.8682 0.2828 -1.8328  N1 0.998
7 H -0.9455 -1.5888 -0.6403  C2 1.108
8 H -2.3643 -1.4892 0.1482  C2 1.099
9 H -1.3429 -0.9736 2.0888  C3 1.077
10 H -0.7693 0.6079 1.3308  C3 1.094
11 H 0.7948 -0.9467 0.3915  O4 0.964
12 O 2.9244 -0.5175 0.1576  H13 0.959, H14 0.962
13 H 2.7143 -0.3383 1.0762  O12 0.959
14 H 2.6291 0.2298 -0.3722  O12 0.962
15 O 1.3461 2.0760 -0.9983  H16 0.957, H17 0.978
16 H 1.9414 1.7475 -1.6715  O15 0.957
17 H 0.4316 1.7527 -1.1232  O15 0.978

Computed properties:
LUMO, eV: 0.59
HOMO, eV: -9.21
SMILES: NCCO.O.O
2S+1: 1
Relative energy (zero: lowest compared OMol25 entry of this formula, charge and spin), kcal per mole: 27.0

=====

Entry 8:
4 unconnected molecules or ions with the total composition C2H11NO4 at a distorted geometry. Source: OMol25; level of theory: the ωB97M-V functional and the def2-TZVPD basis.

Last columns: bonded neighbours and bond lengths (Å).
Cartesian coordinates (Å):
1 C -1.0550 1.4264 -0.9962  C2 1.527, H5 1.084, H6 1.087, H7 1.078
2 C 0.2949 0.7142 -0.9426  C1 1.527, N3 1.361, O4 1.230
3 N 0.3698 -0.4753 -0.2856  C2 1.361, H8 1.010, H9 1.012
4 O 1.2045 1.1640 -1.6383  C2 1.230
5 H -1.6278 1.2423 -0.0944  C1 1.084
6 H -1.4426 1.0037 -1.9197  C1 1.087
7 H -0.8443 2.4591 -1.2207  C1 1.078
8 H -0.5568 -0.6733 0.0648  N3 1.010
9 H 1.2273 -0.9664 -0.5026  N3 1.012
10 O -2.2582 -1.3818 1.1904  H11 0.972, H12 0.966
11 H -1.7207 -1.2208 1.9835  O10 0.972
12 H -3.0833 -1.6688 1.6021  O10 0.966
13 O 3.0472 -0.7780 -1.3969  H14 0.960, H15 0.963
14 H 2.5866 0.0530 -1.5333  O13 0.960
15 H 3.3256 -0.9768 -2.2976  O13 0.963
16 O -0.1217 0.2600 2.6420  H17 0.962, H18 0.966
17 H 0.1035 -0.3093 3.3841  O16 0.962
18 H 0.5510 0.1278 1.9610  O16 0.966

Computed properties:
LUMO, eV: 0.42
HOMO, eV: -9.89
SMILES: CC(N)=O.O.O.O
2S+1: 1
Relative energy (zero: lowest compared OMol25 entry of this formula, charge and spin), kcal per mole: 12.2

=====

Entry 9:
4 unconnected molecules or ions with the total composition C2H11NO4 at a distorted geometry. Source: OMol25; level of theory: the ωB97M-V functional and the def2-TZVPD basis.

Last columns: bonded neighbours and bond lengths (Å).
Cartesian coordinates (Å):
1 C 0.0479 2.3550 0.1161  N2 1.488, H5 1.079, H6 1.091, H7 1.083
2 N 0.8884 1.4901 -0.7558  C1 1.488, C3 1.347, H8 1.006
3 C 0.7062 1.3549 -2.0841  N2 1.347, O4 1.215, H9 1.093
4 O 1.1929 0.4259 -2.6981  C3 1.215
5 H -0.1699 1.8025 1.0172  C1 1.079
6 H -0.8910 2.4626 -0.4296  C1 1.091
7 H 0.5173 3.3312 0.1181  C1 1.083
8 H 1.5840 0.8847 -0.3530  N2 1.006
9 H 0.0625 2.1025 -2.5544  C3 1.093
10 O -1.3891 -0.9102 0.5678  H11 0.950, H12 0.954
11 H -0.6939 -1.2704 0.0300  O10 0.950
12 H -1.8784 -1.6647 0.8855  O10 0.954
13 O 0.7879 -2.1930 -1.2111  H14 0.979, H15 0.946
14 H 1.3115 -1.4263 -1.5230  O13 0.979
15 H 1.4607 -2.8586 -1.2161  O13 0.946
16 O -1.1854 -2.3523 3.2838  H17 0.973, H18 0.972
17 H -1.0319 -1.9186 4.1416  O16 0.973
18 H -1.3196 -1.6151 2.6651  O16 0.972

Computed properties:
LUMO, eV: 0.72
HOMO, eV: -9.95
SMILES: CNC=O.O.O.O
2S+1: 1
Relative energy (zero: lowest compared OMol25 entry of this formula, charge and spin), kcal per mole: 26.5

=====

Entry 10:
4 unconnected molecules or ions with the total composition C2H11NO4 at a distorted geometry. Source: OMol25; level of theory: the ωB97M-V functional and the def2-TZVPD basis.

Last columns: bonded neighbours and bond lengths (Å).
Cartesian coordinates (Å):
1 C -2.6783 -1.1303 -0.3515  N2 1.441, H5 1.139, H6 1.079, H7 1.065
2 N -1.5377 -0.9805 0.5164  C1 1.441, C3 1.440, H8 1.010
3 C -1.6304 -1.2861 1.9210  N2 1.440, O4 1.224, H9 1.070
4 O -0.5725 -1.4406 2.5168  C3 1.224
5 H -2.4659 -0.7643 -1.4086  C1 1.139
6 H -3.5082 -0.4661 -0.1687  C1 1.079
7 H -2.9366 -2.1635 -0.3319  C1 1.065
8 H -0.7362 -0.8758 -0.0897  N2 1.010
9 H -2.5306 -1.2501 2.4985  C3 1.070
10 O 1.1102 -0.0931 -1.4964  H11 0.987, H12 1.074
11 H 1.8842 -0.3844 -2.0358  O10 0.987
12 H 1.5974 -0.3612 -0.5776  O10 1.074
13 O 3.3104 -1.6909 -1.2291  H14 0.907, H15 0.934
14 H 3.9048 -1.8392 -1.8976  O13 0.907
15 H 3.5598 -1.8057 -0.3367  O13 0.934
16 O 1.3257 5.2138 0.6723  H17 0.980, H18 0.994
17 H 0.4608 5.5225 0.3286  O16 0.980
18 H 1.4430 5.7955 1.4699  O16 0.994

Computed properties:
LUMO, eV: 0.55
HOMO, eV: -9.18
SMILES: CNC=O.O.O.O
2S+1: 1
Relative energy (zero: lowest compared OMol25 entry of this formula, charge and spin), kcal per mole: 62.4